CH4NOP | ωB97M-V/def2-TZVPD

The calculation puts the HOMO energy (spin up / spin down) at -9.0779 / -9.0808 eV. The SMILES is [H]/P=N/OC. The calculation puts the orbital gap (spin up / spin down) at 8.47 / 8.47 eV.

Each line ends with the Mulliken charge.
CARTESIAN COORDINATES (ANGSTROEM)
C  -1.283  0.307  -0.199  -0.59
N  0.860  -0.346  0.271  -0.26
O  0.030  0.756  0.013  -0.14
P  2.502  -0.090  -0.053  0.05
H  -1.590  0.085  -1.198  0.30
H  -2.090  0.999  0.116  0.25
H  -1.477  -0.611  0.309  0.31
H  3.048  -1.100  0.742  0.07

***

C4H13N2O3 | ωB97M-V/def2-TZVPD

The calculation puts the HOMO energy at -13.7180 eV. As for the total charge: +1. The calculation puts the orbital gap at 10.64 eV.

Each line ends with the Mulliken charge.
CARTESIAN COORDINATES (ANGSTROEM)
N  -0.426  -1.909  -1.249  -0.25
C  0.729  -1.031  -0.885  -0.78
C  0.326  0.402  -1.233  0.64
N  0.872  1.433  -0.541  -0.10
C  1.630  1.151  0.761  -0.85
C  0.558  1.187  1.813  -0.24
O  -0.290  0.022  1.561  -0.42
O  -0.403  0.561  -2.194  -0.65
H  -1.179  -1.972  -0.546  0.32
H  -0.072  -2.760  -1.659  0.38
H  -0.962  -1.525  -2.043  0.32
H  0.896  -1.131  0.173  0.41
H  1.550  -1.490  -1.485  0.30
H  0.807  2.369  -0.882  0.25
H  2.134  0.214  0.564  0.36
H  2.410  1.857  0.919  0.40
H  0.078  2.151  1.802  0.33
H  0.930  0.928  2.821  0.33
H  -1.148  0.058  1.987  0.22
H  -3.000  0.197  -0.572  0.30
H  -2.868  -0.242  0.888  0.29
O  -2.573  -0.470  0.001  -0.57

***

C3H4N2O | ωB97M-V/def2-TZVPD

The calculation puts the HOMO energy at -7.8629 eV. The SMILES is NC1=N[C@@H]1C=O. The calculation puts the orbital gap at 8.37 eV.

Each line ends with the Mulliken charge.
CARTESIAN COORDINATES (ANGSTROEM)
N  1.790  0.151  -0.367  -0.38
C  0.715  0.593  0.209  0.62
N  -0.097  1.342  0.726  -0.35
C  -1.179  0.560  0.073  -0.60
C  -1.195  -0.829  0.247  0.15
O  -0.179  -1.503  0.539  -0.67
H  2.378  0.751  -0.930  0.24
H  1.898  -0.858  -0.393  0.28
H  -1.988  1.155  -0.332  0.37
H  -2.174  -1.325  0.129  0.34

***

no.,strongest force on any atom (Eh/bohr)
1,0.06256
2,0.05849
3,0.01804